No. 1
{"formula": "C42H45BiN3O6PS3Te", "method": "ωB97M-V/def2-TZVPD", "de_lowest_ev": 0.0000, "total_charge": 0, "e_homo_ev": -6.6, "multiplicity": 1, "e_lumo_ev": -0.6, "elements": ["Bi", "Te", "S", "S", "S", "P", "O", "O", "O", "O", "O", "O", "N", "N", "N", "C", "C", "C", "C", "C", "C", "C", "C", "C", "C", "C", "C", "C", "C", "C", "C", "C", "C", "C", "C", "C", "C", "C", "C", "C", "C", "C", "C", "C", "C", "C", "C", "C", "C", "C", "C", "C", "C", "C", "C", "C", "C", "H", "H", "H", "H", "H", "H", "H", "H", "H", "H", "H", "H", "H", "H", "H", "H", "H", "H", "H", "H", "H", "H", "H", "H", "H", "H", "H", "H", "H", "H", "H", "H", "H", "H", "H", "H", "H", "H", "H", "H", "H", "H", "H", "H", "H"], "coordinates": [[0.364, -0.064, -0.745], [-4.414, -1.281, -2.067], [-1.940, 1.688, 2.731], [-3.755, 4.877, 1.511], [-2.919, 1.789, -0.549], [-2.151, -1.225, -2.664], [-1.287, -2.347, -1.830], [1.805, -3.623, 0.488], [-1.293, 0.016, -2.563], [-2.001, -1.811, -4.175], [0.281, -0.928, 2.077], [1.974, -1.434, 0.111], [1.407, 1.717, 0.751], [1.297, 1.577, -1.880], [1.472, -0.988, -2.533], [-3.255, 0.692, 1.981], [0.623, -4.545, 2.928], [0.118, -3.259, 2.745], [4.415, -1.083, 3.684], [3.400, -1.355, 2.778], [0.935, 4.012, -2.019], [1.164, 2.837, -1.331], [1.741, 2.920, 2.782], [-1.161, -4.549, -0.817], [-2.866, 3.065, 3.502], [1.087, 5.320, 0.014], [1.539, -2.281, -2.770], [-2.169, 0.095, -5.698], [2.842, -0.537, -4.468], [3.043, -1.898, 5.469], [2.025, 1.278, -3.000], [-2.025, -4.015, 3.567], [1.645, 1.731, 2.041], [2.025, -2.168, 4.566], [-2.824, 4.545, -0.035], [-1.527, -5.298, 3.710], [4.239, -1.351, 5.033], [2.210, -2.787, -3.887], [3.522, 1.729, -4.857], [3.543, 0.414, -5.237], [-1.208, -3.004, 3.077], [-3.480, 3.482, -0.909], [2.191, -1.901, 3.207], [1.619, -2.470, 0.820], [2.870, -1.924, -4.721], [-1.321, -1.058, -5.187], [-2.599, 4.423, 2.848], [2.770, 2.168, -3.759], [-4.003, 1.393, 0.871], [0.888, 5.240, -1.338], [1.275, 2.895, 0.092], [2.096, -0.104, -3.347], [-1.663, -3.733, -1.986], [1.294, 4.140, 0.760], [1.018, -2.143, 2.234], [1.531, 4.114, 2.153], [-0.199, -5.557, 3.394], [3.545, -1.135, 1.729], [1.771, 0.770, 2.516], [-4.565, 3.512, -0.820], [-3.212, 3.636, -1.956], [-0.072, -4.601, -0.783], [2.225, -3.853, -4.060], [0.202, -6.555, 3.521], [-1.109, -1.773, -5.984], [-3.936, 0.378, 2.774], [-1.817, 4.240, 0.238], [-3.050, -3.791, 3.836], [-1.615, -2.011, 2.948], [1.943, 2.868, 3.843], [-1.640, 0.622, -6.494], [-1.562, -5.561, -0.889], [2.794, 3.213, -3.487], [1.094, -2.587, 4.924], [1.068, -2.937, -2.051], [-3.121, -0.274, -6.078], [-0.373, -0.676, -4.796], [-2.362, 0.786, -4.878], [-1.594, 4.464, 2.436], [0.701, 6.144, -1.904], [-3.927, 2.822, 3.470], [0.048, -0.588, 2.952], [4.104, 0.093, -6.105], [3.439, -2.295, -5.565], [5.348, -0.666, 3.328], [1.084, 6.276, 0.524], [-4.443, 2.323, 1.224], [-2.731, -0.188, 1.597], [1.549, 5.047, 2.705], [5.030, -1.138, 5.740], [-2.546, 3.089, 4.545], [2.896, -2.125, 6.517], [4.111, 2.453, -5.405], [-4.786, 0.734, 0.490], [0.793, 3.986, -3.090], [-2.704, 5.216, 3.590], [-1.250, -4.099, -2.930], [-2.751, -3.800, -2.049], [-2.780, 5.499, -0.564], [-2.164, -6.097, 4.065], [1.661, -4.744, 2.707], [-1.506, -4.109, 0.116]], "atomic_forces_ev_per_a": [[-0.36, -0.02, 0.12], [0.08, -0.04, 0.05], [0.04, 0.08, 0.10], [0.25, 0.02, 0.00], [-0.35, 0.23, 0.24], [-0.02, -0.65, -0.76], [-0.18, 0.16, 0.04], [-0.02, 0.15, 0.06], [0.25, 0.00, 0.43], [-0.07, 0.23, 0.30], [-0.02, 0.01, -0.02], [-0.45, 0.05, 0.07], [0.09, 0.07, 0.25], [-0.19, -0.33, 0.08], [0.13, -0.26, -0.29], [0.25, 0.19, 0.07], [-0.04, 0.04, 0.02], [-0.13, 0.04, -0.12], [-0.03, 0.01, -0.05], [-0.03, -0.03, -0.01], [0.04, -0.30, 0.07], [0.06, 0.21, -0.10], [-0.06, 0.16, 0.09], [0.09, 0.20, -0.05], [0.33, -0.19, -0.14], [-0.05, 0.13, -0.10], [-0.08, 0.13, 0.13], [0.05, -0.21, 0.17], [-0.16, 0.03, 0.30], [-0.05, 0.01, 0.07], [0.14, 0.39, -0.16], [-0.02, -0.05, 0.01], [0.03, -0.01, -0.15], [0.00, 0.12, -0.09], [-0.33, 0.13, 0.17], [-0.06, -0.04, 0.02], [0.03, -0.01, 0.05], [0.19, -0.04, -0.19], [0.09, -0.25, -0.16], [0.14, 0.22, -0.13], [0.10, 0.05, -0.08], [0.45, -0.25, 0.19], [-0.09, -0.01, 0.05], [0.16, -0.04, 0.10], [-0.12, -0.02, 0.11], [0.06, 0.16, -0.11], [-0.36, -0.03, -0.18], [-0.19, -0.09, 0.24], [0.10, -0.05, -0.42], [-0.02, 0.20, 0.20], [0.08, 0.37, 0.11], [0.16, -0.04, -0.41], [-0.02, -0.26, 0.05], [-0.10, -0.30, -0.10], [0.33, -0.19, 0.02], [-0.02, -0.02, 0.01], [0.09, 0.00, 0.00], [0.02, -0.01, -0.03], [0.00, -0.01, 0.02], [-0.02, 0.01, -0.14], [-0.04, 0.06, 0.00], [-0.02, -0.01, 0.03], [0.00, -0.01, 0.05], [0.00, 0.00, -0.01], [0.01, 0.00, 0.03], [-0.03, -0.11, -0.08], [0.12, 0.06, -0.03], [-0.01, -0.02, -0.05], [-0.04, -0.01, -0.02], [0.01, 0.00, -0.01], [-0.01, 0.01, -0.01], [0.03, -0.02, -0.01], [0.01, -0.02, -0.02], [0.00, -0.06, 0.01], [0.03, 0.01, -0.01], [0.00, 0.02, -0.02], [-0.02, -0.07, -0.01], [-0.03, 0.08, -0.06], [0.17, 0.05, 0.07], [0.02, -0.01, -0.01], [-0.02, 0.00, 0.09], [-0.08, 0.00, -0.05], [0.02, -0.03, 0.03], [-0.04, 0.00, -0.04], [0.00, 0.01, 0.01], [-0.01, -0.01, -0.01], [-0.05, -0.04, 0.02], [-0.10, -0.08, 0.03], [0.03, 0.00, -0.01], [0.01, -0.02, -0.01], [-0.08, 0.04, 0.01], [0.01, 0.03, 0.00], [-0.07, 0.02, -0.05], [-0.03, -0.01, 0.04], [-0.01, -0.01, 0.01], [0.05, -0.02, 0.02], [0.01, 0.09, -0.02], [-0.01, 0.11, -0.01], [0.05, -0.03, -0.02], [0.00, 0.02, 0.03], [0.01, -0.04, -0.05], [-0.05, -0.01, 0.15]], "mulliken_charge": [2.125, -0.360, 0.250, -0.197, 0.459, -0.604, 0.440, -0.663, -0.178, -0.343, -0.773, -0.967, 0.063, 0.470, 0.674, -0.581, -0.236, -0.509, -0.895, -0.421, -0.152, -0.635, -1.380, -0.936, -1.050, -0.889, 0.080, -1.073, 1.260, -0.776, 0.511, -0.775, -0.198, -0.334, 0.602, -0.465, -0.625, -1.337, -0.984, -1.062, 0.007, -1.383, -0.042, -0.698, -0.896, 0.226, -0.083, -0.874, -1.036, -1.174, 0.455, -0.676, -0.701, 1.184, 3.403, -0.757, -1.018, 0.527, 0.686, 0.481, 0.416, 0.227, 0.504, 0.410, 0.438, 0.645, -0.799, 0.429, 0.160, 0.485, 0.412, 0.497, 0.688, 0.421, 0.473, 0.313, -0.153, 0.135, -0.271, 0.404, 0.400, 0.485, 0.443, 0.457, 0.460, 0.415, 0.341, -0.175, 0.471, 0.398, 0.514, 0.409, 0.412, 0.514, 0.765, 0.461, 0.167, 0.589, 0.499, 0.394, 0.453, 0.125]}

No. 2
{"formula": "C42H46MnN6O2P2", "method": "ωB97M-V/def2-TZVPD", "s_squared": 8.787, "total_charge": 0, "e_homo_ev": [-6.9, -6.8], "multiplicity": 6, "e_lumo_ev": [-1.0, -1.4], "elements": ["Mn", "P", "P", "O", "O", "N", "N", "N", "N", "N", "N", "C", "C", "C", "C", "C", "C", "C", "C", "C", "C", "C", "C", "C", "C", "C", "C", "C", "C", "C", "C", "C", "C", "C", "C", "C", "C", "C", "C", "C", "C", "C", "C", "C", "C", "C", "C", "C", "C", "C", "C", "C", "C", "H", "H", "H", "H", "H", "H", "H", "H", "H", "H", "H", "H", "H", "H", "H", "H", "H", "H", "H", "H", "H", "H", "H", "H", "H", "H", "H", "H", "H", "H", "H", "H", "H", "H", "H", "H", "H", "H", "H", "H", "H", "H", "H", "H", "H", "H"], "coordinates": [[0.074, 2.017, -2.931], [-1.535, -1.167, -1.641], [1.441, -0.366, -2.324], [-1.836, 2.738, 0.875], [-0.823, -1.665, 1.793], [-2.352, 0.254, -2.268], [-2.005, 1.443, 2.811], [2.539, -1.647, -1.748], [-3.041, -2.057, -1.391], [2.810, 0.674, -3.001], [-1.370, 0.411, 0.902], [-2.700, 2.471, -2.939], [-0.241, 0.420, 4.097], [-4.685, -1.572, 5.464], [-1.686, 1.720, -6.186], [2.713, 2.076, -2.849], [-0.181, 1.558, 4.898], [0.521, -1.294, -3.629], [4.136, -2.552, -0.425], [-5.141, -2.945, -1.260], [-1.698, 0.377, -6.044], [3.935, 0.417, -3.776], [1.230, 0.606, -5.981], [-4.223, -2.322, -2.098], [-1.750, 1.640, 1.456], [0.477, 2.839, -6.638], [-0.893, -0.539, -6.900], [1.000, 1.890, -5.627], [4.561, 1.616, -4.082], [-1.183, -0.501, 1.900], [-0.850, 2.330, -7.274], [-4.500, -3.113, 0.005], [-2.543, -0.577, 4.045], [-0.803, -1.973, -3.178], [0.786, -0.526, 4.124], [-3.785, -0.703, 3.419], [-3.173, 0.290, -3.359], [0.572, -0.107, -7.133], [1.262, 1.531, -0.495], [-3.431, 1.581, -3.772], [3.738, -3.537, -1.378], [0.913, 1.764, 5.727], [-3.227, -2.581, -0.094], [-2.332, -1.005, 5.355], [1.889, -0.301, 4.949], [-4.870, -1.171, 4.142], [2.764, -2.959, -2.174], [-1.504, 0.188, 3.264], [3.383, -1.422, -0.651], [3.825, 2.661, -3.448], [-1.956, 1.690, -1.968], [1.957, 0.839, 5.737], [-3.434, -1.483, 6.089], [2.316, 1.734, -0.294], [-6.146, -3.233, -1.536], [-4.930, -3.572, 0.892], [-1.328, -0.943, 5.809], [4.135, -4.535, -1.474], [3.339, -0.476, -0.134], [2.084, 0.037, -5.565], [-2.255, 1.825, -0.948], [0.665, 0.394, -8.103], [-2.404, -2.548, 0.597], [1.030, 0.562, -0.023], [4.902, -2.656, 0.333], [-2.409, 2.412, -5.743], [-2.281, 2.259, 3.375], [1.457, 2.349, -4.735], [-2.461, -0.165, -5.506], [-5.848, -1.216, 3.672], [-1.538, -1.985, -4.026], [5.424, 1.766, -4.709], [-2.558, 3.523, -3.094], [0.235, 3.797, -6.157], [-4.032, 1.802, -4.652], [0.918, 2.651, 6.343], [0.675, -1.438, 3.518], [1.185, 3.040, -7.477], [-0.907, -1.552, -6.455], [1.113, -1.050, -7.290], [1.964, 2.538, -2.187], [-3.263, -1.769, 7.139], [-4.325, -2.154, -3.149], [-3.883, -0.414, 2.378], [2.216, -3.378, -3.008], [-5.514, -1.968, 6.047], [-0.566, -3.019, -2.866], [-1.034, 2.249, 4.891], [4.089, 3.709, -3.380], [0.301, -0.572, -4.426], [4.232, -0.596, -4.026], [2.682, -1.050, 4.943], [2.817, 1.011, 6.360], [-1.395, 3.202, -7.669], [-1.354, -0.697, -7.898], [1.235, -1.984, -4.078], [-0.654, 1.738, -8.175], [-3.633, -0.605, -3.726], [0.760, 2.266, 0.148]], "atomic_forces_ev_per_a": [[0.41, -1.00, 2.28], [-0.66, -0.75, 0.76], [1.42, -0.61, -0.22], [-0.29, -1.21, 0.58], [0.00, -0.20, 0.08], [0.21, 2.43, -2.06], [-0.81, 1.91, -0.81], [-0.18, 0.28, 0.52], [-0.02, -0.97, 0.67], [-1.18, 0.16, -0.34], [-0.17, 0.33, 0.33], [0.34, -2.43, -0.50], [0.01, -0.44, -0.23], [0.21, -0.05, 0.80], [-0.73, -1.30, -1.30], [1.37, 0.17, -0.69], [-0.05, -0.20, 0.06], [0.61, -0.22, -0.84], [-0.34, 0.48, -0.15], [1.23, 0.58, -0.40], [-0.99, 0.91, -0.82], [-0.06, 0.54, 0.05], [1.09, 0.36, -0.03], [-0.31, -0.48, 0.87], [0.38, -0.81, 0.14], [-1.42, 0.84, -0.78], [0.31, -0.57, -0.21], [1.25, -0.71, -0.53], [-0.60, -0.28, 0.50], [-0.38, 1.65, -0.79], [0.10, 1.36, -0.03], [0.58, 0.32, -0.08], [-0.05, 0.07, 0.05], [-0.44, -0.02, -0.29], [-0.21, 0.12, 0.09], [-0.09, -0.15, 0.57], [0.27, 0.37, 1.70], [0.73, -0.93, -0.56], [-0.91, 0.98, 1.19], [0.30, 0.84, 0.26], [-0.59, 0.84, -0.43], [-0.19, -0.12, -0.30], [-0.82, -0.12, -0.76], [-0.46, -0.02, 0.16], [-0.17, -0.36, -0.41], [0.26, -0.20, -0.03], [0.19, -0.12, 0.15], [0.90, -0.21, 0.57], [-0.09, -0.47, -0.37], [-0.91, -0.71, 0.07], [-1.96, -1.81, -2.00], [-0.20, 0.14, -0.04], [0.44, -0.04, -0.46], [0.38, -0.01, -0.57], [0.17, -0.03, 0.00], [0.20, 0.15, -0.24], [-0.76, 0.04, -0.24], [-0.10, 0.04, -0.06], [0.08, -0.04, -0.01], [-1.07, 0.39, 0.55], [1.47, 0.84, 1.28], [0.08, 0.21, 0.38], [0.05, 0.18, 0.29], [-0.29, 0.29, -0.41], [-0.21, 0.01, -0.07], [0.51, -0.57, 0.19], [0.42, -1.03, -0.43], [0.45, -0.39, -0.61], [0.07, 0.39, 0.49], [0.07, -0.13, 0.11], [0.74, -0.22, 0.54], [0.17, -0.23, 0.16], [-0.48, 0.43, 0.36], [0.26, -0.04, -0.16], [0.12, 0.10, 0.46], [0.24, 0.01, 0.14], [0.20, 0.53, 0.30], [-0.14, -0.16, 0.87], [0.09, 0.45, -0.01], [0.08, 0.24, 0.06], [0.73, -0.41, 0.08], [-0.38, 0.02, -0.62], [-0.02, 0.08, -0.16], [-0.06, 0.12, 0.07], [0.13, 0.05, 0.22], [0.00, 0.15, -0.16], [-0.43, 0.69, -0.11], [0.64, -0.20, 0.16], [-0.12, -0.16, -0.20], [-0.07, -0.04, 0.45], [-0.20, 0.17, 0.09], [-0.05, 0.30, 0.17], [0.20, 0.03, 0.18], [0.15, -0.11, 0.18], [0.04, 0.30, 0.48], [-0.34, -0.38, -0.37], [-0.28, -0.21, 0.61], [0.23, -0.05, -0.27], [-0.28, 0.03, -0.13]], "lowdin_spin": [4.454, 0.008, 0.068, 0.001, 0.000, 0.018, 0.000, 0.028, 0.002, -0.004, 0.001, 0.026, 0.000, 0.000, 0.003, 0.019, 0.000, 0.007, 0.001, 0.000, 0.004, 0.000, 0.010, 0.000, 0.000, 0.001, 0.001, 0.009, 0.000, 0.000, 0.000, 0.000, 0.000, 0.001, 0.000, 0.000, 0.027, 0.002, 0.233, 0.017, 0.004, 0.000, 0.001, 0.000, 0.000, 0.000, 0.003, 0.000, 0.002, 0.004, -0.019, 0.000, 0.000, 0.014, 0.000, 0.000, 0.000, 0.000, 0.001, 0.000, 0.002, 0.000, 0.000, 0.010, 0.000, 0.000, 0.000, 0.004, 0.001, 0.000, 0.000, 0.000, 0.006, 0.001, 0.000, 0.000, 0.000, 0.000, 0.000, 0.000, 0.010, 0.000, 0.000, 0.000, 0.000, 0.000, 0.000, 0.000, 0.000, 0.002, 0.000, 0.000, 0.000, 0.000, 0.000, 0.000, 0.000, 0.001, 0.013]}

| no. | total energy (a.u.) |
| --- | --- |
| 1 | -4261.8938 |
| 2 | -3940.4521 |